A single C8H12 molecule in a non-equilibrium geometry, computed with ωB97M-V/def2-TZVPD.

Atoms and positions in Å:
C  0.47887  -1.26040  0.01971
C  0.65085  -2.55982  -0.15098
C  -3.10929  0.40245  0.23058
C  -1.92270  0.21857  -0.30849
C  -0.68998  0.07458  0.46440
C  0.71827  0.15450  0.01660
C  0.91208  0.94591  -1.33696
C  1.68691  0.57968  1.17551
H  1.62044  -2.97939  -0.43105
H  -0.10142  -3.14999  0.31687
H  -3.90583  0.56094  -0.41609
H  -3.26824  0.81391  1.29713
H  -1.79776  0.41725  -1.39278
H  -0.79179  -0.07561  1.47822
H  0.19163  0.78403  -2.03973
H  1.96419  0.78502  -1.66440
H  0.86453  2.01026  -0.88677
H  1.70390  1.61736  1.51300
H  2.62429  0.27281  0.64489
H  1.48263  -0.07727  1.95861

Calculated values
largest force on an atom = 0.11547 hartree/bohr
LUMO level = 0.0357 hartree
gap between HOMO and LUMO = 8.80 eV
energy above the lowest of the compared OMol25 structures with the same formula, charge and spin = 82.2 kcal/mol
E_tot = -8486.020 eV
structure (SMILES) = C=C[C@H]1C(=C)C1(C)C

Atomic partial charges in e from the Mulliken method, atoms 1 to 5: number 1, C, carries -0.16; number 2, C, carries -0.85; number 3, C, carries -0.89; number 4, C, carries -0.10; number 5, C, carries -0.73

6 unconnected molecules or ions with the total composition C8H12Br4Cl12 in a non-equilibrium geometry, computed with ωB97M-V/def2-TZVPD.

Atoms and positions in Å:
Br  -1.46972  2.72889  -0.64245
C  0.12858  1.56359  -0.27415
C  1.24828  1.57689  -1.38565
Br  2.89293  0.59129  -0.83832
H  -0.31802  0.58818  -0.08119
H  0.51459  1.83530  0.70833
H  1.65637  2.57555  -1.54131
H  0.85518  1.28429  -2.35927
Br  -2.61696  -1.53340  4.76742
C  -0.90630  -2.28962  4.22977
C  -0.99647  -2.80029  2.81894
Br  -1.54545  -1.34184  1.63435
H  -0.74562  -3.10068  4.94002
H  -0.05296  -1.61573  4.30575
H  -1.75688  -3.57968  2.76974
H  0.03155  -3.06268  2.56908
C  -0.33318  -3.41784  -2.02834
Cl  -1.55544  -4.19268  -3.06129
Cl  -0.31746  -4.17271  -0.40712
Cl  -0.61621  -1.64525  -1.82635
H  0.69529  -3.61889  -2.32822
C  4.03727  -1.75082  1.73068
Cl  5.47995  -1.97562  2.76854
Cl  2.71963  -1.00567  2.69707
Cl  3.40740  -3.27252  1.01229
H  4.33751  -1.09163  0.91617
C  -3.91200  0.39379  -1.38250
Cl  -4.79149  1.16562  -0.07985
Cl  -3.88665  1.43561  -2.89242
Cl  -4.51708  -1.29842  -1.73616
H  -2.87066  0.18112  -1.14068
C  1.04439  6.12584  -2.86132
Cl  2.14479  4.96959  -2.12023
Cl  1.56544  7.85031  -2.55081
Cl  -0.65029  5.96601  -2.39760
H  1.09980  5.93409  -3.93289

Calculated values
largest force on an atom = 0.03034 hartree/bohr
total charge = +1
LUMO level (spin up / spin down) = -0.1428 / -0.3496 hartree
gap between HOMO and LUMO (spin up / spin down) = 8.84 / 3.19 eV
⟨S²⟩ = 0.76
E_tot = -438919.170 eV
2S+1 = 2

Atomic partial charges in e from the Mulliken method, atoms 1 to 5: number 1, Br, carries -0.08; number 2, C, carries -0.05; number 3, C, carries -0.04; number 4, Br, carries -0.12; number 5, H, carries -0.33

A molecular structure, C8H12Cl2N2O3RuSSc in a non-equilibrium geometry, computed with ωB97M-V/def2-TZVPD.

Atoms and positions in Å:
Ru  -0.46495  -0.52674  -5.45409
Sc  0.11208  -0.44181  -2.72794
Cl  -1.25478  -2.19185  -3.89421
Cl  -1.08055  1.37273  -3.76227
C  1.25628  1.37448  -1.70227
C  0.12347  -1.95557  -6.42578
C  0.15847  0.67075  -6.68711
O  1.67566  2.34475  -1.23624
O  0.40481  -2.95318  -6.97307
O  0.50730  1.36918  -7.55539
C  2.31949  -0.39520  2.90536
C  1.44879  0.37052  1.92515
N  0.75680  -0.61699  1.04324
C  -0.54958  -0.58331  0.70843
S  -1.12336  -1.25071  -0.78895
N  -1.48410  -0.10749  1.55200
C  -1.43908  -0.12637  3.04373
C  -1.92524  1.22690  3.54795
H  1.71211  -1.09758  3.48999
H  2.80250  0.30107  3.59578
H  3.09405  -0.95265  2.36142
H  0.68324  0.98352  2.42239
H  2.04351  1.03360  1.27475
H  1.38263  -1.05246  0.34953
H  -2.44105  -0.18943  1.19048
H  -2.13753  -0.92377  3.34538
H  -0.43234  -0.37794  3.40357
H  -2.96701  1.39725  3.23938
H  -1.88738  1.25822  4.64197
H  -1.29424  2.04012  3.16682

Calculated values
largest force on an atom = 0.19821 hartree/bohr
total charge = +4
LUMO level (spin up / spin down) = -0.5546 / -0.6964 hartree
gap between HOMO and LUMO (spin up / spin down) = 6.19 / 5.20 eV
⟨S²⟩ = 8.81
energy above the lowest of the compared OMol25 structures with the same formula, charge and spin = 0.0 kcal/mol
E_tot = -76725.936 eV
2S+1 = 6

Atomic partial charges in e from the Mulliken method, atoms 1 to 5: number 1, Ru, carries 0.52; number 2, Sc, carries 0.55; number 3, Cl, carries -0.21; number 4, Cl, carries -0.15; number 5, C, carries 0.37

2 unconnected molecules or ions with the total composition C8H12Cl3N3 in a non-equilibrium geometry, computed with ωB97M-V/def2-TZVPD.

Atoms and positions in Å:
C  -2.78473  2.06814  1.20414
C  -1.54067  1.56757  2.80951
C  -0.08586  -0.26738  -2.14045
C  2.36602  -0.15063  -1.96335
C  1.15184  -1.91507  -0.66426
C  -1.21640  -0.73094  2.22461
C  1.06695  -0.45307  -1.20579
C  1.03761  0.46323  -0.00603
N  -2.18015  2.57739  2.27872
N  -2.53656  0.76820  0.95977
N  -1.78002  0.42453  2.00508
Cl  -1.73126  -2.12952  1.34654
Cl  0.39168  2.02689  -0.05937
Cl  2.35666  0.31079  1.09309
H  -3.39580  2.59297  0.45437
H  -0.96572  1.56554  3.65608
H  -0.63187  -1.16147  -2.35810
H  -0.80263  0.38864  -1.76274
H  0.26201  0.17900  -2.97510
H  2.30385  0.62984  -2.78224
H  2.60289  -1.10403  -2.56657
H  3.19601  -0.02129  -1.18316
H  1.63915  -1.81979  0.33084
H  1.95165  -2.32495  -1.23422
H  0.27351  -2.54144  -0.71460
H  -0.94818  -0.94315  3.25321

Calculated values
largest force on an atom = 0.07743 hartree/bohr
LUMO level (spin up / spin down) = -0.0256 / -0.0015 hartree
gap between HOMO and LUMO (spin up / spin down) = 7.21 / 7.77 eV
E_tot = -50523.831 eV

Atomic partial charges in e from the Mulliken method, atoms 1 to 5: number 1, C, carries -0.17; number 2, C, carries -0.08; number 3, C, carries -1.78; number 4, C, carries -1.46; number 5, C, carries -1.47

2 unconnected molecules or ions with the total composition C8H12ClN2 in a non-equilibrium geometry, computed with ωB97M-V/def2-TZVPD.

Atoms and positions in Å:
C  -0.15770  -2.18995  -0.39953
C  -0.93074  -1.49236  -1.39954
C  0.77741  -1.56808  0.34949
C  -0.61148  -0.19527  -1.76562
C  -1.41240  2.18537  0.96200
C  1.20818  -0.18929  0.04551
C  0.32878  0.49194  -0.91629
C  2.58121  -0.38902  -0.62048
N  -2.59397  2.32127  1.63565
N  -1.13016  0.99853  0.57278
Cl  0.89404  2.03610  -1.18675
H  -0.44228  -3.14449  -0.35271
H  -1.66297  -2.04887  -1.84492
H  1.23120  -2.15418  1.07612
H  -1.04390  0.40736  -2.47425
H  -0.73696  2.94403  0.80817
H  1.39876  0.26893  1.03916
H  3.43858  -0.38068  -0.02223
H  2.82685  0.39037  -1.25490
H  2.66690  -1.20550  -1.18416
H  -2.92712  3.20590  1.89128
H  -2.99371  1.56384  2.13311
H  -1.69792  0.19750  0.77248

Calculated values
largest force on an atom = 0.10987 hartree/bohr
total charge = +1
LUMO level = -0.1761 hartree
gap between HOMO and LUMO = 8.08 eV
energy above the lowest of the compared OMol25 structures with the same formula, charge and spin = 55.3 kcal/mol
E_tot = -23983.930 eV

Atomic partial charges in e from the Mulliken method, atoms 1 to 5: number 1, C, carries -0.57; number 2, C, carries -0.32; number 3, C, carries -1.01; number 4, C, carries -0.82; number 5, C, carries 0.09

A molecular structure, C8H12CrO8 in a non-equilibrium geometry, computed with ωB97M-V/def2-TZVPD.

Atoms and positions in Å:
Cr  10.34406  14.55845  9.27884
C  6.60104  13.88288  7.93622
C  7.99851  14.19783  8.37201
O  8.81815  14.76208  7.65059
O  8.20956  14.10081  9.55829
H  5.93275  14.69414  8.22492
H  6.16437  12.97495  8.35226
H  6.61495  13.67133  6.86704
C  12.59820  11.16769  8.27428
C  11.74247  12.39466  8.35182
O  12.18065  13.54420  8.06630
O  10.61874  12.23020  8.74218
H  13.31525  11.21142  7.45452
H  11.92208  10.31273  8.27141
H  13.19891  11.20796  9.18292
C  11.07924  18.49077  10.46363
C  10.64194  17.12325  9.95552
O  9.68824  16.54008  10.49749
O  11.28770  16.48596  9.04484
H  10.10085  18.92732  10.66432
H  11.67324  19.17147  9.85378
H  11.54981  18.13798  11.38135
C  13.40125  12.37813  11.85447
C  13.08911  13.86363  11.42456
O  14.05469  14.65773  11.51224
O  11.89264  14.18328  11.04445
H  12.99091  11.60737  11.20204
H  12.94728  12.43467  12.84382
H  14.47840  12.23554  11.94105

Calculated values
largest force on an atom = 0.09732 hartree/bohr
total charge = -2
LUMO level (spin up / spin down) = 0.1986 / 0.1985 hartree
gap between HOMO and LUMO (spin up / spin down) = 5.65 / 7.39 eV
⟨S²⟩ = 6.01
energy above the lowest of the compared OMol25 structures with the same formula, charge and spin = 35.9 kcal/mol
E_tot = -53295.459 eV
2S+1 = 5

Atomic partial charges in e from the Mulliken method, atoms 1 to 5: number 1, Cr, carries 0.96; number 2, C, carries -1.27; number 3, C, carries 1.24; number 4, O, carries -0.76; number 5, O, carries -0.69

A molecular structure, C8H12F2N4 in a non-equilibrium geometry, computed with ωB97M-V/def2-TZVPD.

Atoms and positions in Å:
C  -2.21737  -1.44211  -0.98471
C  -2.60254  -0.30082  -1.73546
C  -1.03589  -1.34548  -0.26280
C  -0.44919  -0.08586  -0.17502
C  -0.85514  1.01767  -0.97874
C  -0.54227  -2.44748  0.66631
C  1.20357  0.30203  0.84200
C  0.66076  1.15386  1.99664
N  -1.95429  0.87476  -1.69212
N  -0.24224  2.28686  -1.01517
N  3.08083  0.16826  -0.66372
N  2.15869  0.95860  0.03682
F  -0.45884  0.80155  2.64913
F  1.60454  1.15493  2.91168
H  -2.75209  -2.31039  -1.08212
H  -3.55506  -0.31195  -2.19988
H  0.39805  -2.71811  0.38664
H  -0.57903  -2.20190  1.68821
H  -1.15241  -3.32072  0.66257
H  1.51403  -0.69992  1.19148
H  0.58305  2.16895  1.69310
H  -0.31233  2.81558  -0.25011
H  -0.69725  2.86374  -1.90398
H  3.78163  -0.21083  -0.04283
H  2.72114  -0.69543  -1.10994
H  1.69966  1.52422  -0.62799

Calculated values
largest force on an atom = 0.13697 hartree/bohr
LUMO level = 0.0300 hartree
gap between HOMO and LUMO = 9.64 eV
energy above the lowest of the compared OMol25 structures with the same formula, charge and spin = 36.6 kcal/mol
E_tot = -19882.982 eV

Atomic partial charges in e from the Mulliken method, atoms 1 to 5: number 1, C, carries -0.87; number 2, C, carries -0.41; number 3, C, carries 0.59; number 4, C, carries 0.25; number 5, C, carries 0.74

A molecular structure, C8H12F3O6Ru, computed with ωB97M-V/def2-TZVPD.

Atoms and positions in Å:
Ru  -0.39514  -0.82903  0.02728
O  0.46008  3.48926  0.03605
C  -0.16927  2.32739  0.10262
O  -0.02504  1.44802  -0.72072
C  -1.15567  2.26046  1.24876
O  -1.44552  0.93862  1.63081
C  -0.75412  0.51778  2.81635
C  0.71180  0.20286  2.53600
O  1.59601  0.63417  3.23590
O  0.89676  -0.57376  1.49779
H  1.03736  3.47680  -0.74454
H  -2.07599  2.71596  0.87034
H  -0.79687  2.86481  2.08338
H  -1.26845  -0.38557  3.14252
H  -0.83660  1.28520  3.58613
C  -2.29808  -2.62581  -2.13282
C  -2.23251  -1.37690  -1.27800
C  -3.38097  -0.40858  -1.49493
O  -2.09630  -1.66016  0.08406
H  -2.39594  -2.36286  -3.18726
H  -3.17868  -3.19688  -1.83739
H  -1.41921  -3.24596  -2.00386
H  -1.25819  -0.79473  -1.60227
H  -4.30748  -0.90947  -1.21471
H  -3.45330  -0.09831  -2.53796
H  -3.26100  0.47131  -0.86408
F  0.42187  -3.41912  -0.74354
C  0.87100  -2.13473  -0.84796
F  2.08776  -2.14686  -0.26876
F  1.07977  -1.89629  -2.17188

Calculated values
largest force on an atom = 0.01738 hartree/bohr
LUMO level (spin up / spin down) = -0.0116 / -0.0160 hartree
gap between HOMO and LUMO (spin up / spin down) = 8.78 / 8.60 eV
⟨S²⟩ = 0.76
energy above the lowest of the compared OMol25 structures with the same formula, charge and spin = 0.0 kcal/mol
E_tot = -31508.803 eV
2S+1 = 2

Atomic partial charges in e from the Mulliken method, atoms 1 to 5: number 1, Ru, carries 0.74; number 2, O, carries -0.46; number 3, C, carries 0.71; number 4, O, carries -0.54; number 5, C, carries -0.55

2 unconnected molecules or ions with the total composition C8H12F5N2 in a non-equilibrium geometry, computed with ωB97M-V/def2-TZVPD.

Atoms and positions in Å:
C  -1.94305  -0.91678  -1.19892
C  -2.42639  -0.40958  0.99941
C  -1.88002  1.34214  -0.40760
C  -0.55377  -0.57871  -0.97515
C  -0.95914  -0.82249  1.30560
C  -0.42832  1.27952  0.39611
C  3.00982  -0.76523  -0.07585
C  3.74517  0.60841  -0.15337
N  -2.52564  0.04039  -0.41956
N  -0.21986  -0.16584  0.25403
F  2.97771  -1.29062  1.15416
F  3.71672  -1.62964  -0.89633
F  3.89914  1.09372  1.05607
F  2.91083  1.54084  -0.80068
F  4.82929  0.50806  -0.80851
H  -1.94290  -0.84253  -2.23320
H  -2.28459  -1.97525  -1.11624
H  -3.11841  -1.30730  0.99126
H  -2.73509  0.26786  1.69621
H  -2.50334  2.11594  0.08278
H  -1.87584  1.65429  -1.50626
H  1.79103  -0.72366  -0.42807
H  0.03259  -0.06492  -1.71232
H  -0.63788  -0.42080  2.29464
H  -0.90565  -1.92791  1.24217
H  0.38163  1.73208  -0.11984
H  -0.35404  1.65803  1.37947

Calculated values
largest force on an atom = 0.09569 hartree/bohr
total charge = +1
LUMO level = -0.2116 hartree
gap between HOMO and LUMO = 8.75 eV
energy above the lowest of the compared OMol25 structures with the same formula, charge and spin = 0.0 kcal/mol
E_tot = -25047.385 eV

Atomic partial charges in e from the Mulliken method, atoms 1 to 5: number 1, C, carries -0.68; number 2, C, carries -0.55; number 3, C, carries -0.49; number 4, C, carries -0.03; number 5, C, carries -0.54